No. 1
Formula: CH3IO2P
Source: the OMol25 dataset
Level of theory: ωB97M-V/def2-TZVPD

Its maximum force is 2.291 eV Å⁻¹. The calculation puts the LUMO energy at 3.217 eV. The value obtained for the energy relative to the best compared isomer or geometry (same formula, charge and spin) is 8.9 kcal/mol. As for the spin multiplicity: 1. As for the SMILES: C[P@](=O)([O-])I. As for the molar mass: 204.91 Da. The charge is -1. As for the highest occupied orbital energy: -5.0 eV.

Geometry (Å):
C -0.39 0.00 0.07
P -1.60 1.34 -0.17
O -1.74 2.05 -1.43
O -1.55 2.13 1.07
I -3.37 -0.39 0.08
H 0.68 0.00 -0.15
H -0.44 -0.18 1.15
H -0.85 -0.78 -0.47



No. 2
Formula: CH3IO2S2
Source: the OMol25 dataset
Level of theory: ωB97M-V/def2-TZVPD

Its maximum force is 2.883 eV Å⁻¹. The calculation puts the LUMO energy (spin up / spin down) at -1.650 / -1.806 eV. The value obtained for the energy relative to the best compared isomer or geometry (same formula, charge and spin) is 101.3 kcal/mol. As for the spin multiplicity: 1. As for the molar mass: 238.07 Da. As for the highest occupied orbital energy (spin up / spin down): -9.3 / -8.3 eV.

Geometry (Å):
C 0.56 -1.53 0.82
O -1.83 0.75 -2.19
O 0.06 1.65 1.20
S -1.87 1.77 -1.16
S -0.14 0.79 0.08
I 1.68 1.35 -1.57
H -0.45 -1.74 0.57
H 1.43 -2.03 0.40
H 0.54 -1.01 1.84



No. 3
Formula: CH3IO3P
Source: the OMol25 dataset
Level of theory: ωB97M-V/def2-TZVPD

Its maximum force is 7.241 eV Å⁻¹. The calculation puts the LUMO energy at 2.947 eV. The value obtained for the energy relative to the best compared isomer or geometry (same formula, charge and spin) is 73.6 kcal/mol. As for the spin multiplicity: 1. As for the molar mass: 220.91 Da. The charge is -1. As for the highest occupied orbital energy: -4.5 eV.

Geometry (Å):
C -0.58 -0.50 0.92
O 0.36 2.15 -1.47
O -0.39 -0.80 -1.85
O -0.35 0.81 0.46
P 0.39 0.81 -0.93
I 2.60 0.10 -0.17
H -0.07 -1.25 0.15
H -1.68 -0.59 0.88
H -0.28 -0.73 2.00



- Among the records above, which one has the highest energy relative to the best compared isomer or geometry (same formula, charge and spin)?
  CH3IO2S2